# 1
The following is a quantum chemistry calculation of a cluster of 7 separate species, C25H62BO8S6 in total in a non-equilibrium geometry, from the OMol25 dataset.

The calculation puts the total energy at -108992.332 eV. Its orbital gap is 6.1 eV. The net charge is -1.

Cartesian coordinates (Å):
H: 8.05127 0.32954 0.92292
C: -5.48106 1.91392 0.40241
H: -1.72828 7.97710 0.91083
H: 7.21595 -1.73619 -2.92762
H: 10.47155 2.00634 1.96076
O: -5.16906 -0.30950 -4.74367
H: 6.95728 1.10029 -2.66442
C: -6.09484 -1.25014 4.92960
C: -0.42208 -1.97025 -2.56687
C: -2.56723 7.43767 0.47109
H: 3.10809 1.96115 0.32515
H: -5.52033 -1.98463 -7.09014
H: -6.24688 -4.68897 7.31931
H: -2.39379 7.25336 -0.58898
C: -1.19121 5.17355 0.84946
H: -0.04783 -0.79821 -0.19749
O: -3.81275 5.10951 0.56897
C: 6.29048 -1.59191 -2.36510
H: -3.83750 -2.05561 -6.50311
S: -5.42185 -1.77246 -4.73412
H: 4.44205 0.90875 -0.07758
C: -7.12372 -5.12517 7.79753
C: -1.00573 -0.61562 -2.13780
H: -7.33738 -4.38386 5.10951
O: -6.29496 0.13006 2.67854
H: -7.16264 -6.20032 7.62264
C: 10.31183 1.99148 0.88232
S: -4.53488 1.06465 -0.85415
O: -3.66608 0.09002 -0.12948
H: -0.38967 5.77532 1.27782
H: -4.79915 2.30338 1.15778
H: -9.09606 -4.36528 4.82147
C: -3.89947 -0.40906 3.62159
H: -6.05470 2.72915 -0.04038
C: 7.88646 -3.58492 -0.64215
S: -8.60859 -4.35698 7.13686
H: 2.80566 -0.68913 -1.55753
H: -8.30210 -5.88016 5.31744
H: 8.25009 -3.01933 -1.48732
H: 6.17310 0.73767 -1.16934
C: -8.29719 -4.79523 5.42180
B: 2.40804 0.17439 -0.76529
H: -3.15563 -2.17285 -4.10023
O: 5.54387 -2.83324 -2.41326
H: -3.33605 -1.18284 4.14341
S: 8.65956 2.60323 0.51073
C: 7.76810 1.29066 1.35284
C: -3.48833 2.43512 -1.33320
H: -1.13939 4.16100 1.24489
H: -6.14789 1.18483 0.84721
C: 5.10153 2.09777 -2.51520
H: 8.55750 -3.70042 0.19997
H: -6.03673 -0.30683 5.47243
H: 2.95521 2.34889 -2.33040
H: -4.91330 -3.48020 -6.33488
C: 0.96480 0.81688 -1.26521
C: 6.65673 -4.10309 -0.60812
H: 3.89368 3.33156 -1.25738
H: -4.27095 -2.20614 -2.71518
O: -8.42026 -2.88800 7.24714
C: -0.28615 -0.01844 -0.92302
O: 8.43668 2.39423 -0.93885
H: -3.48268 8.01067 0.60295
C: 5.97550 0.88451 -2.22973
H: -2.94015 2.79443 -0.46428
H: -2.06209 -0.74195 -1.88594
H: 2.21989 -0.41330 0.31791
H: 1.01296 0.93639 -2.35676
H: -0.13526 -2.57288 -1.70658
H: 11.02525 2.65365 0.39607
H: 10.41881 0.97973 0.49063
H: -7.12720 -1.59246 4.90296
H: 4.43175 -0.55823 -2.83514
C: 5.50749 -0.41157 -2.91162
C: -4.85953 -2.39116 -6.32742
H: -5.47418 -2.00577 5.41247
H: -1.11445 5.14589 -0.23725
H: 5.76276 -0.29317 -3.96891
O: 4.36061 -3.90402 -0.85964
H: -3.41452 -0.17333 2.67427
S: -2.77953 5.86736 1.32103
H: -2.79395 2.06282 -2.08551
H: 0.46103 -1.82826 -3.19082
H: 5.71632 2.99718 -2.44536
C: -4.12561 -2.52123 -3.74738
C: 3.81569 2.31426 -1.65915
H: -1.14059 -2.53674 -3.16741
S: -5.53834 -1.02167 3.23632
H: -7.09888 -4.92770 8.86695
H: -0.92556 0.05897 -2.99398
H: 6.45659 -4.95872 0.02446
H: -4.09909 3.23446 -1.75120
H: -3.98571 0.48856 4.23432
H: -1.01666 0.64306 -0.44546
H: 6.70396 1.46351 1.19541
H: -4.19668 -3.60719 -3.81763
C: 3.52908 1.35529 -0.48892
C: 5.43369 -3.59010 -1.30028
H: 0.88310 1.83658 -0.86089
H: 4.81434 2.03199 -3.57041
H: 7.99499 1.32092 2.41903
H: 6.57906 -1.38731 -1.33405



# 2
The following is a quantum chemistry calculation of the ion C3HN2O3 with charge -1 in a non-equilibrium geometry, from the OMol25 dataset.

Its SMILES is O=C1NC([O-])=C=[N+]1[O-]. The calculation puts the total energy at -12248.101 eV. Its orbital gap is 7.8 eV. The net charge is -1. The value obtained for the relative energy (zero: lowest compared OMol25 entry of this formula, charge and spin) is 90.6 kcal/mol.

Cartesian coordinates (Å):
O: -0.81683 0.68498 -1.89150
C: -0.38908 0.25182 -0.83315
O: -2.47506 0.19847 -0.00466
H: 1.64942 0.19535 -0.99875
N: -1.21674 0.02305 0.35606
C: -0.43686 -0.25057 1.46589
O: 1.94999 -0.60441 1.47219
C: 0.88207 -0.31993 0.96560
N: 0.85310 -0.17875 -0.53168



# 3
The following is a quantum chemistry calculation of a structure of composition C44H36P2SiTc in a non-equilibrium geometry, from the OMol25 dataset.

The calculation puts the total energy at -74838.894 eV. Its orbital gap (spin up / spin down) is 6.0 / 6.0 eV. The net charge is +3.

Cartesian coordinates (Å):
C: -0.72404 2.06487 1.18105
H: -0.65546 -3.43608 -4.89519
C: 3.13043 1.93956 4.06088
H: -2.90650 -2.42294 4.70028
C: -3.50064 0.36892 -3.92604
C: -1.97221 -3.42063 1.59503
C: 0.23704 4.89990 0.21696
C: -1.09718 -2.37982 1.29221
C: -2.54858 -3.46809 -3.87896
C: -3.08475 0.51327 -2.61763
H: 3.41421 2.54554 4.91153
H: -0.49780 0.58337 -5.50121
H: -4.29059 -3.41269 -2.62525
H: -3.81352 0.46609 -1.82082
C: -1.71792 0.65831 -2.33538
H: 4.59216 -2.57711 0.64658
C: -2.52541 -2.84267 -1.55701
C: -2.57237 0.41002 -4.96155
P: 1.02173 2.25531 0.59634
C: -1.14192 -2.67481 -1.62941
C: -1.21148 0.78412 -1.00127
H: 2.14402 3.55759 3.04067
C: -2.47850 2.08423 2.82363
H: -3.88143 1.84064 -0.26241
H: 0.47457 -5.03387 -0.63205
C: -1.17556 -3.26613 -3.96129
H: 2.60634 -6.24048 -0.31567
C: 3.46804 0.58883 4.02608
H: 4.64275 -5.00992 0.35068
C: 3.71230 -4.47528 0.21068
C: -1.21502 0.55568 -4.69156
C: 3.62411 0.12487 -0.98571
C: -3.46536 1.94653 1.81186
H: -0.77380 4.61947 0.48509
P: -0.17789 -2.17203 -0.22276
H: 3.85818 5.99117 -0.63079
H: -3.09698 -3.79994 -4.75173
C: 3.13384 -0.20006 2.93128
C: -1.72457 1.95853 0.07858
H: 4.61779 -0.11668 -0.59307
H: 0.27015 0.76760 -3.15678
H: -2.90926 0.32889 -5.98727
H: 2.03711 7.65957 -0.55019
H: -0.26596 6.96940 0.01110
C: 2.84837 5.68169 -0.39646
H: 0.60446 -2.72156 -2.89896
Si: 2.39116 -0.55083 0.19125
H: 3.56021 1.20766 -1.10612
C: -2.40226 -2.39889 3.74306
H: 3.38174 3.61944 -0.17366
C: -1.14043 2.13719 2.52108
C: 1.27139 3.96112 0.17068
H: 3.52793 -0.34737 -1.96510
H: -3.05883 -2.66660 -0.63100
Tc: -0.02278 0.15526 0.26511
C: -0.86751 -1.36603 2.23496
H: -4.55224 0.23289 -4.14216
C: 1.33797 -3.11474 -0.14728
C: 2.46047 0.35840 1.83941
C: 2.42415 2.51078 3.00973
H: -2.14835 -4.21825 0.88428
H: 4.01173 0.15116 4.85358
H: -0.07717 -0.60106 2.10101
C: 2.57951 4.34817 -0.14051
C: 0.52289 6.23100 -0.04102
C: 2.07983 1.71508 1.92119
H: -1.56987 2.79389 -0.62525
C: -0.78227 0.65440 -3.38492
H: -2.79313 2.16493 3.85725
H: -3.27554 -4.24496 3.07612
C: -0.46886 -2.86659 -2.83950
H: -0.40072 2.24058 3.30595
H: 3.42885 -1.24395 2.91791
C: 2.56446 -5.17014 -0.16103
C: -2.61070 -3.42893 2.82436
H: -1.34537 -0.58504 4.18852
C: 1.82185 6.61793 -0.34998
C: -3.22201 -3.25279 -2.68261
C: -3.12002 1.89465 0.50260
C: 1.36781 -4.49351 -0.33971
H: -4.51047 1.91643 2.09239
C: -1.53343 -1.35964 3.45616
C: 2.47977 -2.39734 0.20572
C: 3.67732 -3.09744 0.38344



# 4
The following is a quantum chemistry calculation of an isolated molecule of C3H5NO, from the OMol25 dataset.

Its SMILES is COCC#N. The calculation puts the total energy at -6728.380 eV. Its orbital gap is 11.6 eV. The value obtained for the relative energy (zero: lowest compared OMol25 entry of this formula, charge and spin) is 27.5 kcal/mol.

Cartesian coordinates (Å):
C: 0.55258 -0.61501 -0.80998
C: -1.08352 0.74725 0.25176
C: 1.53091 -0.42679 0.28173
H: -0.80708 1.72984 0.64595
O: -0.33434 0.46063 -0.92179
H: 1.08727 -0.68285 -1.76199
N: 2.27936 -0.29733 1.15184
H: 0.04540 -1.57810 -0.63664
H: -0.90705 0.00465 1.04520
H: -2.14899 0.75877 0.00696



# 5
The following is a quantum chemistry calculation of a cluster of 2 separate species, C3H7NSi in total in a non-equilibrium geometry, from the OMol25 dataset.

The calculation puts the total energy at -12588.865 eV. Its orbital gap is 7.2 eV. The value obtained for the relative energy (zero: lowest compared OMol25 entry of this formula, charge and spin) is 65.8 kcal/mol.

Cartesian coordinates (Å):
N: -2.50622 -0.25899 0.60527
H: 1.54633 -1.70966 -0.78411
H: 1.25373 1.65913 -0.25966
C: 1.31583 1.32198 0.82484
H: 1.13948 2.12314 1.56854
C: -2.79624 0.28917 -0.36236
Si: 0.31054 -0.32936 0.96067
H: -0.10872 -1.11570 -1.32133
H: 2.34627 1.03493 0.86735
H: -0.10197 -2.38817 -0.20987
H: -2.87469 0.79127 -1.35523
C: 0.47568 -1.41774 -0.53410



- The highest total energy belongs to which entry?
  C3H5NO



Please write out number 4 again, unchanged.
The following is a quantum chemistry calculation of an isolated molecule of C3H5NO, from the OMol25 dataset.

Its SMILES is COCC#N. The calculation puts the total energy at -6728.380 eV. Its orbital gap is 11.6 eV. The value obtained for the relative energy (zero: lowest compared OMol25 entry of this formula, charge and spin) is 27.5 kcal/mol.

Cartesian coordinates (Å):
C: 0.55258 -0.61501 -0.80998
C: -1.08352 0.74725 0.25176
C: 1.53091 -0.42679 0.28173
H: -0.80708 1.72984 0.64595
O: -0.33434 0.46063 -0.92179
H: 1.08727 -0.68285 -1.76199
N: 2.27936 -0.29733 1.15184
H: 0.04540 -1.57810 -0.63664
H: -0.90705 0.00465 1.04520
H: -2.14899 0.75877 0.00696



- What is the formula in the first record?
  C25H62BO8S6